Record 1
C23H23MgN5OS2 as an isolated structure. Source: the OMol25 dataset; level of theory: wB97M-V/def2-TZVPD.

XYZ file:
```
55
Properties=species:S:1:pos:R:3:forces:R:3
S -0.919 4.922 1.548 0.82 0.56 -0.37
S 0.308 2.966 -0.386 -0.16 0.15 0.60
Mg -0.131 0.337 -0.447 0.83 0.17 -0.05
O -1.782 0.490 -1.779 -0.40 -0.47 -0.65
N -1.548 2.429 1.538 -0.08 0.42 0.76
N 2.455 -1.373 -0.224 -0.74 1.45 2.56
N -0.877 -1.523 0.741 -1.13 -1.22 -0.15
N -1.324 1.145 1.277 -0.61 -1.77 0.28
N 1.826 -0.532 0.514 -0.48 -0.50 -3.04
C 3.350 -1.685 -2.307 -0.48 -0.58 0.06
C 1.794 0.853 2.529 2.11 -0.59 0.18
C -0.759 3.302 0.914 -0.38 -1.14 -0.42
C 2.229 -1.192 -1.582 1.41 -0.30 -0.30
C 1.293 -0.291 -2.039 -0.84 -0.42 0.07
C -0.853 -2.834 0.377 -0.50 -0.06 2.27
C -2.737 -2.017 2.172 -0.66 -1.52 2.03
C -3.365 1.070 -3.489 1.08 2.22 1.04
C -2.550 4.933 2.237 -1.43 0.03 0.43
C -1.808 -1.146 1.702 1.30 -0.50 -2.87
C 2.544 1.245 3.674 0.47 -1.62 -0.63
C 2.530 -0.401 -4.134 1.12 -1.29 0.82
C -2.546 -3.385 2.053 0.93 -0.63 -2.07
C -1.976 0.240 1.972 0.25 2.21 -0.54
C -2.256 0.216 -2.872 -0.50 0.24 -0.51
C 3.534 -1.250 -3.602 -0.58 -0.10 0.18
C 3.451 -0.989 2.201 -0.70 1.38 -0.26
C -1.825 -0.909 -3.788 0.40 -1.09 -1.74
C 1.454 0.010 -3.382 -1.16 1.31 -0.17
C 4.158 -0.563 3.300 -0.05 0.44 0.81
C 3.731 0.564 4.025 -1.47 -0.19 -0.60
C 2.344 -0.225 1.726 0.58 0.18 3.60
C -1.583 -3.825 1.121 0.08 0.73 -0.60
H -2.952 1.603 -4.392 -0.22 -0.46 0.91
H -2.739 5.843 2.827 0.42 0.24 -0.75
H 2.636 -0.205 -5.152 -0.06 0.86 -1.58
H -2.739 4.187 3.008 0.21 -0.49 -0.51
H 0.683 0.723 -3.762 0.83 -0.62 -0.42
H -3.731 1.866 -2.744 0.50 -1.32 -1.12
H 0.935 1.467 2.283 0.00 -0.41 -0.40
H -0.177 -3.194 -0.401 -0.07 0.62 0.08
H -4.158 0.471 -3.860 -0.83 -0.67 -0.18
H -1.446 -4.899 0.876 -0.10 0.94 0.27
H -2.466 -1.821 -3.788 -0.31 0.91 0.46
H 4.187 0.842 4.957 0.47 0.08 0.07
H 5.026 -1.090 3.685 -0.06 -0.13 -0.27
H -2.766 0.443 2.704 0.42 0.62 -0.12
H -3.277 4.856 1.396 0.32 0.01 0.86
H -1.915 -0.576 -4.913 0.51 -0.43 2.22
H 3.705 -1.812 1.560 0.43 -0.27 0.20
H -0.844 -1.385 -3.557 -0.40 1.03 -0.17
H 2.213 1.987 4.381 -0.31 0.37 -0.30
H 4.402 -1.615 -4.167 -0.58 0.36 0.02
H -3.549 -1.687 2.811 0.14 0.27 -0.05
H -3.185 -4.137 2.495 -0.12 0.23 0.30
H 3.995 -2.448 -1.836 -0.24 0.74 -0.21
```
Forces are in eV/Å.

## Properties
energy relative to the best compared isomer or geometry (same formula, charge and spin)	0.0	kcal/mol
spin multiplicity	1
lowest unoccupied orbital energy	-0.028	hartree

***

Record 2
One molecule with the formula C23H23N3O3. Source: the OMol25 dataset; level of theory: wB97M-V/def2-TZVPD.

XYZ file:
```
52
Properties=species:S:1:pos:R:3:forces:R:3
O 1.424 -0.129 -2.777 0.17 -0.19 -0.23
O 2.330 -3.398 3.906 -0.45 0.22 -0.12
O 3.046 -5.185 2.638 -0.27 -0.17 -0.40
N -1.566 -1.593 0.241 -0.08 0.05 0.00
N -0.367 0.332 -1.462 0.01 -0.11 -0.08
N 1.531 1.714 -1.494 0.47 0.02 -0.06
C 0.246 -2.987 2.637 0.28 -0.14 0.15
C 1.247 4.722 0.609 -0.21 0.29 -0.02
C -0.803 3.045 -2.670 -0.14 -0.03 -0.26
C 1.720 3.538 0.034 -0.12 -0.33 -0.32
C -1.093 -0.799 -2.001 0.07 -0.34 -0.27
C -0.140 3.529 -1.524 0.04 0.26 0.18
C -0.071 -4.517 0.796 -0.13 0.11 0.10
C -1.031 -1.992 -1.048 -0.06 0.25 -0.19
C 3.350 -4.359 3.741 1.05 -0.10 0.74
C 0.879 0.585 -1.956 -0.07 -0.05 0.14
C -2.453 4.784 -2.488 -0.03 0.24 0.21
C -0.630 4.709 -0.903 0.12 -0.28 -0.07
C -1.809 5.303 -1.402 -0.20 0.03 -0.15
C 1.420 -3.642 2.910 0.10 -0.40 -0.35
C -0.848 0.701 -0.151 0.09 0.01 0.54
C -1.772 -2.702 1.163 0.04 0.01 -0.04
C -0.780 -0.507 0.790 -0.09 0.28 -0.16
C 1.855 -4.723 2.142 -0.30 0.44 0.21
C 1.120 -5.182 1.077 0.35 -0.04 0.22
C 1.030 2.918 -0.984 0.08 0.41 0.31
C 0.079 5.282 0.173 0.19 0.02 0.17
C -0.512 -3.439 1.550 -0.08 -0.11 -0.08
C -1.930 3.658 -3.141 0.18 -0.25 -0.05
H -0.398 2.196 -3.199 -0.03 0.00 -0.07
H -0.651 -1.063 -2.962 -0.11 0.03 0.09
H -2.186 6.189 -0.911 -0.04 0.08 0.04
H 2.521 1.695 -1.696 -0.18 -0.08 -0.07
H 1.453 -6.020 0.488 0.05 -0.12 -0.08
H -2.136 -0.495 -2.138 0.01 -0.06 -0.01
H 3.429 -4.974 4.652 -0.10 0.12 -0.23
H -0.080 -2.162 3.247 -0.07 0.14 0.09
H 0.015 -2.336 -0.975 -0.06 -0.01 -0.04
H -1.197 -0.226 1.760 0.04 0.01 0.05
H -0.308 6.180 0.631 -0.03 0.10 0.05
H -2.421 3.282 -4.026 -0.01 -0.05 -0.08
H 4.312 -3.849 3.566 -0.26 -0.09 -0.03
H -1.641 -2.805 -1.445 0.03 -0.05 -0.03
H -1.889 1.028 -0.248 0.06 0.04 0.07
H -2.253 -2.292 2.055 -0.04 -0.08 -0.01
H -3.354 5.247 -2.864 -0.06 0.06 0.00
H -0.260 1.516 0.265 -0.11 -0.08 0.00
H 0.279 -0.790 0.929 -0.05 0.05 0.04
H -2.471 -3.390 0.680 0.00 -0.01 0.09
H 2.630 3.089 0.405 0.04 -0.12 0.05
H -0.670 -4.860 -0.033 -0.09 -0.02 -0.10
H 1.807 5.176 1.413 0.02 0.06 0.07
```
Forces are in eV/Å.

## Properties
structure (SMILES)	O=C(Nc1cccc2ccccc12)N1CCN(Cc2ccc3c(c2)OCO3)CC1
energy relative to the best compared isomer or geometry (same formula, charge and spin)	27.3	kcal/mol
spin multiplicity	1
lowest unoccupied orbital energy	0.017	hartree

***

Record 3
One molecule with the formula C23H23N3O5S. Source: the OMol25 dataset; level of theory: wB97M-V/def2-TZVPD.

XYZ file:
```
55
Properties=species:S:1:pos:R:3:forces:R:3
S -0.710 3.362 0.936 -0.34 -0.04 0.57
O 1.936 -1.667 2.050 0.02 0.07 0.40
O 1.115 -1.230 -2.228 -0.11 0.12 -0.33
O -0.465 4.752 1.185 0.19 -0.10 0.21
O -1.634 3.003 -0.107 0.13 -0.19 0.06
O -1.835 0.737 -2.002 -0.13 -0.34 0.40
N 2.794 -1.705 -0.047 0.42 -0.01 -0.37
N -0.117 -0.964 -0.369 0.11 -0.03 -0.01
N -1.248 2.669 2.375 0.43 0.34 -0.72
C -0.229 1.000 -3.522 -0.07 -0.53 0.78
C 2.722 1.296 1.420 -0.06 0.15 -0.08
C -1.310 1.836 -3.861 -0.46 0.01 0.30
C -2.229 -1.150 0.697 -0.01 -0.01 0.04
C -2.962 -3.388 1.158 0.08 0.07 -0.03
C 0.822 2.509 0.645 -0.47 0.19 0.09
C 3.131 1.089 0.106 0.04 0.11 -0.09
C -4.564 -1.670 0.651 -0.13 -0.01 0.01
C -2.256 1.627 -2.899 0.13 0.50 -0.73
C -4.274 -2.985 0.976 -0.12 -0.02 0.01
C 1.235 2.359 -0.663 -0.06 0.12 -0.16
C 0.449 -2.179 0.205 0.27 -0.26 0.07
C -0.590 0.353 -2.363 0.59 0.36 -1.17
C 4.325 0.226 -0.194 -0.08 -0.21 0.14
C -1.931 -2.472 1.024 -0.12 -0.03 -0.04
C 1.805 -1.822 0.852 -0.32 -0.35 -0.31
C -1.038 -0.259 0.503 -0.31 0.15 0.20
C 0.188 -0.660 -1.646 0.04 -0.22 0.25
C -0.490 -2.810 1.246 0.07 0.12 0.09
C 2.386 1.638 -0.931 0.00 0.12 0.19
C -3.539 -0.750 0.502 0.11 0.00 0.09
C 4.098 -1.206 0.321 0.16 0.05 0.08
C 1.562 2.000 1.693 0.18 -0.05 0.18
H -0.183 -2.428 2.227 0.00 -0.10 -0.10
H 4.490 0.199 -1.272 0.06 0.06 -0.01
H 5.220 0.631 0.282 0.07 0.01 -0.07
H -5.589 -1.364 0.506 -0.09 0.02 -0.02
H 2.530 -1.696 -1.031 -0.14 -0.05 0.20
H 4.145 -1.235 1.412 0.08 -0.02 -0.14
H 0.697 0.880 -4.045 0.22 -0.10 -0.06
H -1.383 3.369 3.087 0.04 0.24 0.08
H 2.698 1.490 -1.954 0.02 -0.04 -0.12
H 4.867 -1.869 -0.086 -0.01 0.06 0.13
H -3.748 0.274 0.231 -0.05 0.14 -0.07
H -2.082 2.122 2.236 -0.16 -0.16 -0.15
H -0.340 -3.890 1.254 0.03 0.04 0.04
H -5.075 -3.701 1.083 -0.07 -0.05 0.01
H 3.297 0.882 2.234 0.02 -0.09 0.10
H 0.628 -2.868 -0.628 -0.04 0.13 0.15
H -1.308 0.709 0.089 0.07 -0.17 0.07
H -3.230 2.048 -2.752 -0.14 0.01 0.13
H -2.740 -4.416 1.408 0.03 -0.11 0.02
H -0.520 -0.099 1.459 -0.02 0.06 -0.09
H -1.379 2.495 -4.702 -0.09 0.16 -0.14
H 1.218 2.139 2.704 0.02 -0.08 0.13
H 0.640 2.788 -1.452 -0.04 -0.02 -0.18
```
Forces are in eV/Å.

## Properties
structure (SMILES)	NS(=O)(=O)c1ccc(CCNC(=O)[C@H]2Cc3ccccc3CN2C(=O)c2ccco2)cc1
energy relative to the best compared isomer or geometry (same formula, charge and spin)	35.2	kcal/mol
spin multiplicity	1
lowest unoccupied orbital energy	0.020	hartree

***

Record 4
C23H23N4O5PtSe as an isolated structure. Source: the OMol25 dataset; level of theory: wB97M-V/def2-TZVPD.

XYZ file:
```
57
Properties=species:S:1:pos:R:3:forces:R:3
Pt -0.248 0.038 0.347 -0.18 0.14 0.64
Se 1.818 -1.199 0.407 0.32 0.08 -0.01
O 0.418 1.064 -1.265 0.01 0.44 0.08
O 0.500 1.831 0.760 0.54 0.22 -0.85
O -2.290 0.526 0.248 -0.30 -0.40 -0.41
O -4.924 0.852 0.055 0.01 -0.08 -0.02
O -1.487 -1.413 -0.308 -0.10 -0.05 -0.07
N 3.750 1.068 0.102 -0.04 -0.04 0.00
N -0.630 -1.859 2.617 -0.09 -0.04 -0.08
N -0.720 -0.479 2.263 -0.22 -0.16 -0.08
N 0.421 4.651 0.803 -0.21 -0.05 -0.15
C -6.233 -0.966 -0.788 -0.02 0.00 0.01
C 0.739 2.076 -0.519 -0.06 -0.21 0.33
C 0.304 6.136 2.687 0.10 0.02 -0.05
C -5.140 -3.041 -1.369 -0.03 0.00 0.00
C -1.328 7.903 1.288 -0.03 0.01 -0.01
C 1.584 5.686 -1.035 0.00 0.01 -0.02
C 2.264 5.578 -2.224 -0.02 -0.03 0.01
C -3.930 -2.496 -1.016 0.05 0.04 0.00
C -0.069 5.857 1.375 0.15 0.01 0.06
C 2.482 4.338 -2.840 -0.03 -0.09 -0.02
C -2.537 -0.659 -0.199 0.16 0.22 0.06
C -0.918 6.711 0.669 -0.14 -0.04 0.02
C -0.130 7.297 3.297 -0.02 0.04 0.01
C -5.012 -0.407 -0.421 0.00 0.09 0.02
C 1.279 3.296 -1.027 -0.16 -0.19 0.04
C 1.073 4.545 -0.393 0.27 0.08 0.29
C -0.926 8.184 2.587 0.02 -0.01 0.00
C 1.987 3.211 -2.241 0.01 0.12 -0.21
C -3.844 -1.175 -0.542 -0.02 -0.01 0.00
C -6.292 -2.263 -1.255 -0.02 -0.01 -0.02
C -1.457 6.362 -0.693 0.02 0.00 0.01
C 3.013 0.192 0.228 -0.04 -0.03 0.05
C -2.236 8.859 0.563 0.02 0.00 0.01
H -1.699 -0.198 2.330 -0.01 0.00 0.13
H -5.198 -4.057 -1.732 0.00 0.01 -0.01
H -1.312 5.311 -0.932 0.00 0.01 0.01
H -0.986 6.949 -1.486 0.02 -0.01 0.01
H -7.136 -0.371 -0.702 0.01 -0.01 0.00
H -3.238 8.439 0.443 0.01 0.00 0.00
H 0.381 3.831 1.382 -0.04 -0.04 0.00
H 0.962 5.450 3.208 0.00 0.02 -0.02
H 1.466 6.648 -0.557 -0.02 -0.02 -0.03
H -3.020 -3.073 -1.102 -0.01 0.01 0.00
H 2.657 6.477 -2.683 0.02 0.00 0.01
H 3.033 4.272 -3.767 0.01 0.01 0.03
H 0.173 7.524 4.310 -0.02 -0.01 -0.01
H -0.170 0.143 2.858 0.00 -0.05 0.12
H -2.333 9.792 1.116 0.00 0.00 0.00
H 2.150 2.234 -2.675 -0.03 0.01 -0.02
H -7.252 -2.677 -1.536 0.02 0.00 0.01
H -5.800 1.254 0.069 -0.03 0.02 -0.01
H -2.527 6.569 -0.736 0.00 0.01 0.00
H -1.147 -2.021 3.474 0.10 0.00 0.11
H -1.248 9.109 3.051 0.00 -0.02 0.00
H -1.866 9.093 -0.436 0.01 0.00 0.01
H 0.346 -2.095 2.746 0.04 0.00 0.03
```
Forces are in eV/Å.

## Properties
energy relative to the best compared isomer or geometry (same formula, charge and spin)	0.0	kcal/mol
spin multiplicity	1
lowest unoccupied orbital energy	-0.167	hartree
total charge	+1

***

Number 1: frontier orbital gap 6.7070 eV, E -60835.93096 eV. Number 2: frontier orbital gap 8.4895 eV, E -34837.44087 eV. Number 3: frontier orbital gap 9.4065 eV, E -49768.25961 eV. Number 4: frontier orbital gap 5.7502 eV, E -109008.41558 eV.